This record from the Open Molecules 2025 dataset describes a 4-piece molecular cluster, C27H25F22N2O10P overall at a distorted geometry. The level of theory is ωB97M-V with the def2-TZVPD basis set.

Geometry (Å):
C  3.26392  -1.47625  0.16329
C  2.15403  -1.36298  -0.57267
C  1.47651  -0.09351  -0.87848
C  1.17142  0.18071  -2.23990
P  1.59846  -1.02033  -3.58527
O  1.93320  -0.06346  -4.90192
O  0.13855  -1.71661  -3.98654
C  0.54732  1.37995  -2.53414
C  0.25492  2.24066  -1.44167
C  -0.46906  3.55906  -1.70899
C  -1.84796  3.33610  -2.35964
C  -2.91474  2.80439  -1.39530
F  -2.58563  3.06743  -0.10409
F  -4.07210  3.47610  -1.62967
C  -3.11980  1.25169  -1.48305
F  -3.10419  0.89160  -2.78525
F  -2.11833  0.69656  -0.77761
C  -4.48627  0.77188  -0.90625
F  -4.87901  1.51646  0.14559
F  -5.41956  0.96659  -1.85967
C  -4.52628  -0.71351  -0.43083
F  -3.78964  -0.89232  0.67618
F  -5.80887  -0.93998  -0.04567
C  -4.18305  -1.78969  -1.48872
F  -4.92373  -1.66632  -2.60424
F  -2.89216  -1.72641  -1.88283
C  -4.38335  -3.27028  -0.99490
F  -5.64978  -3.58045  -0.77331
F  -3.97820  -4.04328  -2.02946
F  -3.58221  -3.57351  0.01791
N  0.53719  1.96909  -0.20050
N  1.11335  0.82088  0.00386
C  1.41420  0.48058  1.49504
O  0.99351  -0.57802  1.96111
O  2.02285  1.37739  2.04181
H  3.43879  -2.33012  0.81723
H  3.97163  -0.64148  0.13058
H  1.74310  -2.28948  -0.99716
H  2.01147  -0.67091  -5.65086
H  -0.40921  -1.04079  -4.42154
H  0.26756  1.63838  -3.55358
H  -0.53842  4.08798  -0.75114
H  0.19934  4.15947  -2.34422
H  -2.20319  4.31770  -2.70601
H  -1.71026  2.73510  -3.26482
C  -1.62578  -7.04970  -0.24011
C  -0.64193  -7.22476  -1.37729
O  0.36987  -6.20194  -1.34200
C  1.39141  -6.41843  -0.52047
O  1.53363  -7.37544  0.17880
C  2.39943  -5.26904  -0.63209
F  1.78970  -4.06796  -0.64988
F  3.11932  -5.36122  -1.75858
F  3.25951  -5.25668  0.38180
H  -2.05107  -6.04502  -0.25429
H  -2.43348  -7.77706  -0.31849
H  -1.13594  -7.17852  0.72535
H  -1.15312  -7.11387  -2.33213
H  -0.18681  -8.21491  -1.36665
C  -2.53191  0.36285  3.03960
C  -3.15080  1.45774  3.88282
O  -2.79755  1.30564  5.26863
C  -1.61558  1.80381  5.62724
O  -0.84543  2.35504  4.90303
C  -1.40312  1.60827  7.13340
F  -1.76061  0.38061  7.53584
F  -2.13618  2.48629  7.83876
F  -0.13052  1.78351  7.47981
H  -2.80372  -0.61986  3.42909
H  -2.86786  0.44214  2.01369
H  -1.44206  0.42293  3.05238
H  -4.23745  1.39135  3.83735
H  -2.87206  2.44824  3.52244
C  6.89754  4.81898  1.81274
C  6.37723  5.50286  0.56654
O  5.97585  4.53531  -0.42013
C  4.75462  4.02831  -0.27036
O  3.98693  4.30638  0.59775
C  4.45005  3.05566  -1.41523
F  5.47855  2.24075  -1.68011
F  4.17318  3.71587  -2.55348
F  3.39838  2.28031  -1.14302
H  7.70180  4.12641  1.56061
H  7.27369  5.55450  2.52344
H  6.11240  4.23840  2.29779
H  7.16797  6.09461  0.10795
H  5.55556  6.18152  0.79473

Summary:
multiplicity: 1
HOMO level: -8.71 eV
total energy: -4444.19596 hartree
frontier orbital gap: 7.55 eV